## a
Density functional theory data (ωB97M-V with the def2-TZVPD basis set) for an isolated molecule of C3H6.

```
9
Properties=species:S:1:pos:R:3:mulliken_charge:R:1
C -1.385 -0.173 -0.053 -0.5944
C -0.264 0.473 -0.134 -0.0021
C 1.245 -0.089 -0.065 -0.8436
H -1.366 -1.331 -0.049 0.1868
H -2.315 0.349 0.090 0.2587
H -0.407 1.599 -0.007 0.1987
H 1.167 -0.458 0.962 0.2496
H 1.286 -1.084 -0.624 0.2778
H 2.038 0.714 -0.120 0.2685
```

As for the SMILES: C=CC. For the orbital gap, the calculation gives 0.40634 Ha. As for the spin multiplicity: 1.



## b
Density functional theory data (ωB97M-V with the def2-TZVPD basis set) for an isolated molecule of C3H6.

```
9
Properties=species:S:1:pos:R:3:mulliken_charge:R:1
C -1.399 0.058 0.526 -0.6505
C -0.189 -0.465 0.272 0.0565
C 0.915 0.117 -0.614 -0.9539
H -2.097 -0.368 1.245 0.2574
H -1.540 1.024 0.079 0.2581
H 0.206 -1.340 0.837 0.2314
H 0.882 0.356 -1.677 0.3023
H 1.279 1.089 -0.114 0.2476
H 1.943 -0.470 -0.554 0.2511
```

As for the SMILES: C=CC. For the orbital gap, the calculation gives 0.39901 Ha. As for the spin multiplicity: 1.



Most stable = b



## a
Density functional theory data (ωB97M-V with the def2-TZVPD basis set) for an isolated molecule of C4H11NO2.

```
18
Properties=species:S:1:pos:R:3:mulliken_charge:R:1
C 0.653 2.233 0.963 -1.4270
C 0.561 0.741 0.802 0.5817
O 1.939 0.328 0.732 -0.5837
C -0.210 0.337 -0.452 -0.6154
N 0.235 -0.970 -0.948 -0.3218
C -0.639 -2.106 -0.732 -0.5243
O -2.063 -1.828 -0.841 -0.5496
H -0.245 2.714 1.399 0.3588
H 1.382 2.529 1.716 0.3624
H 0.827 2.796 0.047 0.3304
H 0.102 0.280 1.682 0.1396
H 2.008 -0.376 0.086 0.3526
H -1.263 0.297 -0.175 0.2781
H -0.201 1.172 -1.152 0.4635
H 0.404 -0.945 -1.945 0.2230
H -0.502 -2.513 0.273 0.3178
H -0.509 -2.876 -1.481 0.2955
H -2.481 -1.812 0.026 0.3182
```

As for the SMILES: C[C@H](O)CNCO. For the orbital gap, the calculation gives 0.38356 Ha. As for the spin multiplicity: 1.



## b
Density functional theory data (ωB97M-V with the def2-TZVPD basis set) for an isolated molecule of C4H11NO2.

```
18
Properties=species:S:1:pos:R:3:mulliken_charge:R:1
C -0.726 1.792 -0.131 -1.3803
C -0.340 0.466 -0.793 0.2978
O -1.416 -0.010 -1.596 -0.5330
C -0.055 -0.660 0.190 0.3064
N 0.561 -1.822 -0.452 -0.7912
C 0.820 -0.210 1.350 -0.7656
O 1.375 -1.298 2.067 -0.5490
H -1.130 2.454 -0.893 0.4265
H 0.105 2.310 0.345 0.3400
H -1.495 1.616 0.622 0.3389
H 0.520 0.630 -1.457 0.1630
H -1.738 0.668 -2.196 0.3107
H -1.043 -0.985 0.534 0.3963
H 1.277 -1.495 -1.095 0.2232
H -0.133 -2.299 -1.015 0.2948
H 1.608 0.478 1.030 0.2621
H 0.224 0.347 2.083 0.2863
H 1.585 -1.982 1.407 0.3729
```

As for the SMILES: C[C@H](O)[C@@H](N)CO. For the orbital gap, the calculation gives 0.39017 Ha. As for the spin multiplicity: 1.



## c
Density functional theory data (ωB97M-V with the def2-TZVPD basis set) for a cluster of 3 separate species, C4H11NO2 in total.

```
18
Properties=species:S:1:pos:R:3:mulliken_charge:R:1
C 2.339 1.059 0.409 -0.2250
N 1.394 0.717 1.296 -0.4287
C -0.026 0.950 0.710 -0.1972
C -1.093 0.257 1.311 -0.0513
C -2.543 0.576 1.216 -1.0268
H 1.948 1.639 -0.466 0.2304
H 3.290 0.527 0.690 0.2826
H -0.091 1.777 0.003 0.2947
H -0.784 -0.545 2.023 0.3559
H -2.802 0.681 0.153 0.2666
H -3.322 -0.230 1.558 0.2696
H -2.793 1.481 1.686 0.2832
O 0.270 -1.086 -5.434 -0.6445
H 1.081 -0.615 -5.749 0.3257
H 0.204 -0.780 -4.511 0.3183
O 1.019 -2.236 2.090 -0.6998
H 0.578 -2.761 1.354 0.3272
H 1.331 -1.411 1.662 0.3190
```

As for the SMILES: C=N/C=C/C.O.O. For the orbital gap, the calculation gives 0.34613 Ha. As for the spin multiplicity: 1.



Most stable = b



## a
Density functional theory data (ωB97M-V with the def2-TZVPD basis set) for a cluster of 2 separate species, C4H11NO2 in total.

```
18
Properties=species:S:1:pos:R:3:mulliken_charge:R:1
C -1.772 -1.771 -0.866 -1.4126
C -1.052 -0.498 -0.471 0.4987
O -1.029 -0.344 0.936 -0.5047
C 0.436 -0.552 -1.082 -0.0926
O 0.649 -0.407 -2.282 -0.4965
H -2.794 -1.768 -0.475 0.4193
H -1.810 -1.882 -1.953 0.3502
H -1.272 -2.649 -0.441 0.3429
H -1.547 0.377 -0.903 0.2184
H -1.890 -0.545 1.339 0.3014
H 1.124 -1.118 -0.432 0.3795
C 1.295 1.859 0.535 -0.4910
N 2.280 1.124 1.294 -0.5733
H 0.430 2.113 1.155 0.2317
H 1.707 2.789 0.141 0.3641
H 0.719 1.258 -0.283 0.0000
H 2.681 1.688 2.039 0.2266
H 1.847 0.323 1.748 0.2380
```

As for the SMILES: C[C@@H](O)C=O.CN. For the orbital gap, the calculation gives 0.35820 Ha. As for the spin multiplicity: 1.



## b
Density functional theory data (ωB97M-V with the def2-TZVPD basis set) for a cluster of 2 separate species, C4H11NO2 in total.

```
18
Properties=species:S:1:pos:R:3:mulliken_charge:R:1
C 0.968 -1.006 -1.968 -1.0225
C 0.886 -0.715 -0.470 -0.5208
N -0.414 -0.703 0.193 0.0894
C -1.487 0.121 -0.410 -0.9207
C -0.384 -0.842 1.542 -0.0435
O -0.601 -0.003 2.394 -0.5274
H 0.749 -2.013 -2.291 0.2998
H 0.504 -0.146 -2.456 0.3136
H 2.027 -0.809 -2.138 0.3482
H 1.491 -1.472 0.066 0.3726
H 1.441 0.206 -0.247 0.2935
H -1.187 0.663 -1.307 0.2994
H -2.340 -0.518 -0.567 0.2581
H -1.614 0.962 0.272 0.3771
H -0.111 -1.875 1.860 0.4050
O 0.256 2.779 1.556 -0.6320
H 0.053 3.400 2.242 0.2803
H -0.239 1.970 1.728 0.3299
```

As for the SMILES: CCN(C)C=O.O. For the orbital gap, the calculation gives 0.37408 Ha. As for the spin multiplicity: 1.



Most stable = b